Entry 1:
{
  "formula": "C28H53BBrIN2O3",
  "method": "wB97M-V/def2-TZVPD",
  "e_homo_ev": -8.10,
  "spin_multiplicity": 1,
  "energy_ev": -117837.0362,
  "smiles": "CCCCCCCCCC1=C(Br)C(=O)C(I)=C(B(C)O)C1=O.CCN(CC)CC.CCN(CC)CC",
  "orbital_gap_ev": 7.298,
  "e_lumo_ha": -0.0295,
  "elements": ["C", "C", "C", "C", "C", "C", "C", "C", "C", "C", "C", "Br", "C", "O", "C", "I", "C", "B", "C", "O", "C", "O", "H", "H", "H", "H", "H", "H", "H", "H", "H", "H", "H", "H", "H", "H", "H", "H", "H", "H", "H", "H", "H", "H", "H", "C", "C", "N", "C", "C", "C", "C", "H", "H", "H", "H", "H", "H", "H", "H", "H", "H", "H", "H", "H", "H", "H", "C", "C", "N", "C", "C", "C", "C", "H", "H", "H", "H", "H", "H", "H", "H", "H", "H", "H", "H", "H", "H", "H"],
  "coordinates": [[-6.631, -5.152, 7.669], [-5.339, -4.702, 8.436], [-5.068, -3.187, 8.243], [-4.472, -2.795, 6.863], [-5.504, -2.761, 5.680], [-5.001, -3.555, 4.434], [-3.898, -2.801, 3.621], [-2.545, -3.550, 3.552], [-1.441, -2.805, 2.755], [-0.796, -1.614, 3.463], [0.331, -1.061, 3.044], [1.284, -1.737, 1.505], [0.890, 0.162, 3.787], [2.031, 0.310, 4.051], [-0.202, 1.162, 4.209], [0.032, 3.264, 4.072], [-1.325, 0.623, 4.651], [-2.618, 1.434, 5.105], [-3.746, 1.668, 3.980], [-2.838, 1.917, 6.373], [-1.404, -0.916, 4.695], [-1.862, -1.491, 5.624], [-7.296, -4.274, 7.600], [-6.331, -5.385, 6.631], [-7.111, -6.001, 8.173], [-4.464, -5.336, 8.220], [-5.565, -4.841, 9.513], [-4.305, -2.903, 8.998], [-5.945, -2.550, 8.455], [-4.090, -1.765, 6.971], [-3.659, -3.478, 6.556], [-5.594, -1.710, 5.332], [-6.520, -3.060, 5.980], [-5.887, -3.638, 3.772], [-4.721, -4.589, 4.701], [-3.814, -1.768, 3.996], [-4.273, -2.726, 2.578], [-2.180, -3.710, 4.584], [-2.719, -4.556, 3.132], [-0.679, -3.513, 2.395], [-1.933, -2.401, 1.843], [-4.772, 1.637, 4.384], [-3.517, 2.574, 3.395], [-3.671, 0.805, 3.283], [-3.802, 1.987, 6.455], [2.430, -1.708, -4.738], [2.484, -1.057, -3.363], [3.806, -1.085, -2.763], [3.808, -0.747, -1.348], [3.375, 0.667, -0.951], [4.875, -0.493, -3.551], [4.719, 0.967, -3.983], [2.831, -2.723, -4.708], [1.395, -1.765, -5.080], [2.988, -1.136, -5.483], [1.799, -1.612, -2.714], [2.084, -0.034, -3.436], [4.801, -0.941, -0.933], [3.149, -1.457, -0.835], [4.139, 1.406, -1.189], [3.216, 0.711, 0.129], [2.439, 0.964, -1.429], [5.005, -1.098, -4.454], [5.821, -0.607, -3.015], [3.728, 1.180, -4.386], [5.444, 1.196, -4.769], [4.915, 1.658, -3.163], [3.441, 5.712, -9.683], [2.882, 4.568, -8.848], [3.871, 3.945, -7.988], [3.433, 2.678, -7.423], [2.238, 2.697, -6.466], [4.569, 4.832, -7.071], [3.728, 5.653, -6.089], [4.315, 5.391, -10.252], [2.686, 6.056, -10.393], [3.722, 6.568, -9.067], [2.505, 3.813, -9.545], [2.012, 4.932, -8.282], [4.279, 2.199, -6.923], [3.187, 2.010, -8.256], [2.506, 3.106, -5.492], [1.890, 1.674, -6.295], [1.395, 3.262, -6.865], [5.168, 5.529, -7.665], [5.309, 4.254, -6.509], [2.873, 6.131, -6.569], [4.342, 6.447, -5.657], [3.365, 5.048, -5.259]]
}


Entry 2:
{
  "formula": "C28H53BiBrN6O3PS",
  "method": "wB97M-V/def2-TZVPD",
  "e_homo_ev": -7.80,
  "spin_multiplicity": 1,
  "energy_ev": -140986.3938,
  "orbital_gap_ev": 7.968,
  "e_above_lowest_ev": 0.592,
  "e_lumo_ha": 0.0061,
  "elements": ["Bi", "N", "C", "C", "O", "N", "C", "C", "O", "O", "H", "H", "H", "H", "H", "H", "C", "C", "N", "C", "C", "S", "C", "C", "N", "H", "H", "H", "H", "H", "H", "H", "H", "H", "H", "H", "H", "H", "H", "C", "C", "C", "C", "C", "Br", "N", "C", "H", "H", "H", "H", "H", "H", "C", "C", "C", "C", "P", "N", "C", "C", "C", "C", "C", "C", "C", "C", "H", "H", "H", "H", "H", "H", "H", "H", "H", "H", "H", "H", "H", "H", "H", "H", "H", "H", "H", "H", "H", "H", "H", "H", "H", "H", "H"],
  "coordinates": [[1.614, -0.750, 0.110], [1.794, -1.518, -2.285], [2.324, -0.379, -3.050], [3.411, 0.335, -2.245], [4.346, 0.825, -2.868], [3.304, 0.282, -0.886], [4.572, 0.151, -0.172], [4.766, -1.319, 0.285], [5.831, -1.622, 0.818], [3.737, -2.079, 0.104], [2.540, -2.177, -2.062], [1.064, -2.015, -2.779], [1.515, 0.307, -3.276], [2.791, -0.674, -3.988], [4.629, 0.806, 0.702], [5.400, 0.422, -0.820], [0.412, -0.403, 3.775], [1.602, 0.480, 3.403], [2.574, -0.212, 2.540], [3.396, -1.240, 3.223], [2.789, -2.617, 3.546], [1.748, -3.485, 2.323], [0.127, -3.464, 3.145], [-0.813, -2.305, 2.755], [-0.125, -1.044, 2.597], [-0.325, 0.208, 4.312], [0.736, -1.177, 4.472], [2.084, 0.836, 4.319], [1.235, 1.346, 2.853], [3.225, 0.485, 2.193], [3.731, -0.831, 4.186], [4.289, -1.398, 2.626], [2.222, -2.594, 4.475], [3.641, -3.273, 3.714], [0.305, -3.484, 4.221], [-0.348, -4.410, 2.881], [-1.614, -2.258, 3.506], [-1.278, -2.537, 1.797], [-0.614, -0.395, 1.996], [-4.167, -3.613, -2.018], [-2.704, -3.958, -1.909], [-2.002, -4.540, -2.959], [-0.653, -4.817, -2.827], [-0.043, -4.485, -1.625], [1.816, -4.813, -1.416], [-0.671, -3.928, -0.610], [-1.981, -3.686, -0.756], [-4.712, -4.385, -2.565], [-4.303, -2.670, -2.557], [-4.620, -3.501, -1.033], [-2.514, -4.779, -3.886], [-0.083, -5.280, -3.621], [-2.480, -3.245, 0.104], [-2.386, 1.740, 1.847], [-1.553, 2.793, 1.101], [-2.489, 3.973, 0.807], [-0.437, 3.256, 2.067], [-0.706, 1.991, -0.421], [0.516, 1.124, -0.015], [-2.029, 0.987, -1.350], [-3.393, 1.662, -1.520], [-2.224, -0.353, -0.622], [-1.468, 0.636, -2.736], [-0.168, 3.447, -1.519], [0.578, 4.451, -0.619], [0.890, 2.945, -2.503], [-1.275, 4.162, -2.300], [-2.738, 2.181, 2.784], [-1.801, 0.856, 2.106], [-3.267, 1.425, 1.288], [-2.923, 4.309, 1.755], [-3.316, 3.699, 0.149], [-1.972, 4.826, 0.373], [-0.763, 3.126, 3.105], [-0.193, 4.309, 1.933], [0.475, 2.676, 1.918], [-3.915, 1.791, -0.572], [-4.020, 1.021, -2.150], [-3.322, 2.633, -2.008], [-2.756, -0.255, 0.325], [-1.267, -0.847, -0.434], [-2.813, -1.020, -1.264], [-1.452, 1.491, -3.410], [-2.101, -0.132, -3.194], [-0.454, 0.229, -2.654], [1.285, 3.937, 0.036], [-0.090, 5.064, -0.017], [1.152, 5.129, -1.257], [1.680, 2.422, -1.965], [1.341, 3.806, -3.005], [0.479, 2.299, -3.277], [-2.106, 4.488, -1.678], [-1.673, 3.543, -3.106], [-0.845, 5.056, -2.766]]
}


Entry 3:
{
  "formula": "C28H53Br21NO6P",
  "method": "wB97M-V/def2-TZVPD",
  "e_homo_ev": -8.33,
  "spin_multiplicity": 1,
  "energy_ev": -1523852.9154,
  "smiles": "NC(=O)CC[C@@H](OC(=O)CCOC=O)P(O)Br.BrCCBr.BrCCBr.BrCCBr.BrCCBr.BrCCBr.BrCCBr.BrCCBr.BrCCBr.BrCCBr.BrCCBr",
  "orbital_gap_ev": 8.443,
  "e_lumo_ha": 0.0043,
  "elements": ["N", "C", "O", "C", "C", "C", "O", "C", "O", "C", "C", "O", "C", "O", "P", "O", "Br", "H", "H", "H", "H", "H", "H", "H", "H", "H", "H", "H", "H", "H", "Br", "C", "C", "Br", "H", "H", "H", "H", "Br", "C", "C", "Br", "H", "H", "H", "H", "Br", "C", "C", "Br", "H", "H", "H", "H", "Br", "C", "C", "Br", "H", "H", "H", "H", "Br", "C", "C", "Br", "H", "H", "H", "H", "Br", "C", "C", "Br", "H", "H", "H", "H", "Br", "C", "C", "Br", "H", "H", "H", "H", "Br", "C", "C", "Br", "H", "H", "H", "H", "Br", "C", "C", "Br", "H", "H", "H", "H", "Br", "C", "C", "Br", "H", "H", "H", "H"],
  "coordinates": [[0.550, 2.241, 6.102], [-0.563, 1.364, 6.324], [-1.035, 1.307, 7.386], [-1.040, 0.554, 5.121], [-1.831, -0.719, 5.470], [-1.002, -2.027, 5.450], [-0.079, -2.047, 4.367], [-0.432, -2.787, 3.315], [-1.480, -3.260, 3.121], [0.677, -2.947, 2.267], [0.157, -2.409, 0.944], [0.304, -0.965, 0.964], [-0.761, -0.358, 0.393], [-1.042, 0.698, 0.732], [0.096, -2.207, 7.004], [-0.793, -1.571, 8.259], [1.954, -0.968, 6.667], [1.420, 1.729, 6.216], [0.496, 2.506, 5.120], [-1.732, 1.219, 4.586], [-0.222, 0.384, 4.421], [-2.607, -0.832, 4.701], [-2.367, -0.562, 6.408], [-1.681, -2.879, 5.519], [1.575, -2.412, 2.592], [0.919, -4.005, 2.157], [-0.908, -2.616, 0.820], [0.662, -2.870, 0.089], [-1.310, -0.856, -0.419], [-1.701, -1.884, 8.168], [3.286, -1.797, 1.155], [4.902, -0.936, 1.818], [4.992, -1.020, 3.317], [3.787, 0.251, 4.167], [4.889, 0.085, 1.449], [5.725, -1.477, 1.355], [5.987, -0.744, 3.660], [4.735, -2.001, 3.703], [-2.504, -0.692, -2.691], [-3.730, 0.717, -3.244], [-4.167, 1.554, -2.070], [-5.499, 0.628, -0.993], [-4.556, 0.234, -3.756], [-3.169, 1.320, -3.955], [-4.659, 2.461, -2.415], [-3.350, 1.817, -1.403], [-7.157, -4.474, 0.875], [-8.370, -3.288, -0.079], [-7.737, -1.948, -0.342], [-7.706, -0.846, 1.264], [-9.277, -3.221, 0.513], [-8.588, -3.797, -1.016], [-8.325, -1.382, -1.063], [-6.712, -2.022, -0.693], [-2.437, 3.062, -7.182], [-0.885, 3.824, -6.286], [-0.983, 3.663, -4.793], [-2.231, 4.943, -4.018], [-0.815, 4.860, -6.600], [-0.032, 3.271, -6.675], [-0.027, 3.879, -4.321], [-1.317, 2.675, -4.494], [-1.534, 3.296, 12.902], [-1.427, 3.226, 10.956], [-0.894, 1.905, 10.474], [1.035, 1.787, 10.713], [-0.818, 4.068, 10.644], [-2.449, 3.373, 10.611], [-1.051, 1.797, 9.402], [-1.329, 1.055, 10.990], [-3.015, 5.867, -10.328], [-3.556, 4.397, -11.480], [-2.467, 3.364, -11.585], [-1.034, 3.946, -12.761], [-3.834, 4.828, -12.436], [-4.439, 3.969, -11.008], [-2.849, 2.449, -12.035], [-2.010, 3.131, -10.627], [-0.145, 6.315, -17.488], [0.527, 4.927, -16.299], [0.409, 3.562, -16.922], [-1.425, 2.910, -16.865], [-0.022, 5.018, -15.367], [1.572, 5.179, -16.130], [0.986, 2.835, -16.354], [0.720, 3.539, -17.961], [3.189, -4.519, 7.292], [4.749, -3.618, 8.023], [4.764, -3.713, 9.525], [3.481, -2.478, 10.303], [4.725, -2.594, 7.661], [5.609, -4.132, 7.593], [5.733, -3.412, 9.922], [4.517, -4.704, 9.895], [2.375, 2.263, -13.275], [3.137, 3.527, -12.004], [2.994, 3.042, -10.585], [1.177, 3.281, -9.927], [2.650, 4.482, -12.177], [4.188, 3.603, -12.276], [3.616, 3.634, -9.917], [3.237, 1.991, -10.468], [4.676, -8.836, 8.472], [6.229, -7.948, 9.236], [6.239, -8.048, 10.739], [4.966, -6.811, 11.542], [6.215, -6.923, 8.879], [7.089, -8.465, 8.815], [7.209, -7.754, 11.135], [5.986, -9.039, 11.102]]
}